Model A:
Here is C6H17N3 as an isolated structure from OMol25. Energies are from ωB97M-V/def2-TZVPD.

Results
**LUMO level**: 0.785 eV
**Kohn-Sham gap**: 7.6 eV
**HOMO**: -6.85 eV

Geometry (Å):
C 1.4074 1.1877 0.3934
C 1.2235 0.9341 -0.9819
N 1.2445 2.4974 0.9078
N 2.3337 0.4411 1.1895
H 0.0345 0.4423 0.9047
H 0.6197 3.0655 0.3548
H 0.9649 2.5009 1.8812
H 3.1654 0.9819 1.4024
H 2.6055 -0.4264 0.7452
H 1.9672 0.3201 -1.4774
H 0.8936 1.7590 -1.6050
H 0.0577 0.0721 -0.9847
C -0.8800 -2.0074 -1.1176
C -2.2215 0.1515 -1.1123
C -1.0493 -0.6197 -0.5353
N -0.2996 -1.5433 1.6638
C -0.8325 -0.4394 0.8961
H 0.4174 -2.0428 1.1516
H 0.1254 -1.2204 2.5257
H -1.6881 -0.0062 1.4219
H -1.6479 -2.6982 -0.7508
H -0.9524 -1.9765 -2.2067
H -3.1753 -0.3464 -0.9040
H -2.1303 0.2524 -2.1968
H -2.2791 1.1581 -0.6915
H 0.0954 -2.4375 -0.8741



Model B:
Here is C6H17N3 as an isolated structure from OMol25. Energies are from ωB97M-V/def2-TZVPD.

Results
**LUMO level**: 0.891 eV
**Kohn-Sham gap**: 8.6 eV
**HOMO**: -7.72 eV

Geometry (Å):
C 0.7914 -2.2646 0.1894
C -2.2488 -1.6783 1.1544
C -0.7755 -1.5546 1.2502
N 1.8479 -1.6750 0.7464
N 0.3525 -1.7394 -1.0717
N -0.2133 -0.6007 1.8840
H 0.6035 -3.3335 0.2983
H 0.8492 -0.6202 1.7257
H 2.2517 -2.2820 1.4546
H 0.1402 -2.4611 -1.7464
H 1.0564 -1.1101 -1.4365
H -0.6837 0.1702 2.3487
H -2.5610 -2.6385 1.5742
H -2.8191 -0.8750 1.6408
H -2.5116 -1.7069 0.0936
C 0.0471 1.8918 -0.4944
C -0.5862 2.9950 -1.3430
C 1.5287 1.6762 -0.8044
H -0.0673 2.1417 0.5666
H -0.4892 0.9516 -0.6498
H -0.0793 3.9517 -1.1887
H 1.6678 1.4273 -1.8614
H -1.6433 3.1350 -1.1031
H -0.5163 2.7549 -2.4076
H 1.9506 0.8612 -0.2124
H 2.1077 2.5833 -0.6075



Of them, model B has the highest stability.



Model A:
Here is C6H17N3 as an isolated structure from OMol25. Energies are from ωB97M-V/def2-TZVPD.

Results
**LUMO level**: 0.865 eV
**Kohn-Sham gap**: 8.3 eV
**HOMO**: -7.45 eV

Geometry (Å):
C 1.0146 0.3083 0.8075
C 1.9507 1.0957 -0.0981
C 1.6687 -0.9237 1.4143
C 0.1146 1.0337 1.6064
H 0.1839 -0.2908 -0.2009
H 1.4443 1.9550 -0.5410
H 2.3340 0.4710 -0.9081
H 2.8071 1.4677 0.4700
H 2.5318 -0.6364 2.0195
H -1.4011 0.5666 0.6962
H 0.9767 -1.4607 2.0628
H 2.0138 -1.6105 0.6380
H -0.1974 0.6346 2.5642
H 0.0624 2.1128 1.5088
C -1.2272 -2.0057 -0.2915
C -0.9743 -0.6226 -0.8560
N -1.8104 1.5723 -1.0444
N -0.7968 -0.6088 -2.2504
N -1.8269 0.3362 -0.2988
H -2.7550 1.9394 -1.0156
H -1.2084 2.2378 -0.5629
H 0.1598 -0.7256 -2.5533
H -1.1910 0.2007 -2.7147
H -2.1982 -2.3704 -0.6309
H -1.2232 -1.9771 0.7976
H -0.4526 -2.6994 -0.6187



Model B:
Here is one molecule with the formula C6H17N3 from OMol25. Energies are from ωB97M-V/def2-TZVPD.

Results
**LUMO level**: 1.009 eV
**Kohn-Sham gap**: 9.8 eV
**HOMO**: -8.79 eV

Geometry (Å):
C -1.9076 1.3559 0.5581
C -1.2488 0.1112 1.1234
C -0.4504 -0.8449 -0.0092
C -1.3192 -1.4020 -1.1301
C 0.7665 -0.0401 -0.5188
N 1.8247 -0.9719 -0.8964
N 0.5090 0.8617 -1.6406
N 1.2052 0.8253 0.5773
C 1.9879 0.1929 1.6282
H -1.1617 2.1113 0.3198
H -2.5807 1.7842 1.3026
H -2.4897 1.1315 -0.3331
H -0.6931 0.3825 2.0191
H -2.0051 -0.5867 1.4832
H -0.0438 -1.6879 0.5588
H -1.8287 -0.6129 -1.6830
H -0.7377 -1.9917 -1.8450
H -2.0856 -2.0502 -0.7076
H 1.4675 -1.6773 -1.5285
H 2.5673 -0.4664 -1.3697
H 0.1483 0.3387 -2.4303
H -0.1862 1.5540 -1.3921
H 1.7365 1.5905 0.1695
H 2.1930 0.9431 2.3915
H 2.9241 -0.2445 1.2682
H 1.4081 -0.6061 2.0848



Of them, model B has the highest stability.



Model A:
Here is a 2-piece molecular cluster, C5H15N2 overall from OMol25. Energies are from ωB97M-V/def2-TZVPD.

Results
**LUMO level (alpha / beta)**: 0.998 / -0.187 eV
**Kohn-Sham gap (alpha / beta)**: 9.6 / 8.6 eV
**HOMO (alpha / beta)**: -8.65 / -8.75 eV
**Multiplicity**: 2
**Expectation value of S²**: 0.75

Geometry (Å):
N -3.5394 -0.7702 -0.5510
C -2.5924 -0.6249 0.5652
C -1.1302 -0.5744 0.2028
N 1.9604 -0.0516 -0.4888
C 1.7043 1.2005 0.2446
C 0.7385 2.0274 -0.6088
C 2.4679 -1.1806 0.2844
H 1.0232 -0.3007 -0.7914
H -3.2065 -1.4805 -1.1967
H -3.6058 0.0822 -1.0932
H -2.7589 -1.4582 1.2538
H -2.8813 0.2880 1.0990
H -0.5307 -1.0248 0.9894
H -0.9162 -0.9869 -0.7848
H 1.2636 0.9864 1.2277
H 2.6548 1.6813 0.4421
H 1.0358 1.9861 -1.6517
H 0.6928 3.0556 -0.2609
H -0.2327 1.5881 -0.3879
H 3.1531 -1.7787 -0.3083
H 3.0334 -0.8323 1.1593
H 1.6663 -1.8320 0.6553



Model B:
Here is one molecule with the formula C5H15N2 from OMol25. Energies are from ωB97M-V/def2-TZVPD.

Results
**LUMO level (alpha / beta)**: 0.842 / 0.692 eV
**Kohn-Sham gap (alpha / beta)**: 4.3 / 10.8 eV
**HOMO (alpha / beta)**: -3.45 / -10.14 eV
**Multiplicity**: 2
**Expectation value of S²**: 0.75

Geometry (Å):
N -0.3302 0.7481 -1.6196
C -0.4563 0.4828 -0.1798
C 0.8769 0.7492 0.6534
C 2.1128 0.1020 0.0369
C 0.6680 0.5066 2.1558
C -0.9638 -0.9217 0.1630
N -1.8044 -1.4114 -1.0397
H -1.8246 -0.6268 -1.7131
H -0.0099 1.7042 -1.7090
H 0.3700 0.1093 -1.9798
H -1.0956 1.2737 0.2045
H 0.9743 1.8499 0.6078
H 3.0526 0.3970 0.4968
H 2.0906 -0.9741 0.2967
H 2.1271 0.3167 -1.0290
H 1.6144 0.4699 2.6995
H 0.1951 1.3729 2.6122
H 0.1160 -0.4279 2.2448
H -0.3267 -1.7481 0.4579
H -1.8314 -0.7052 0.8133
H -2.6920 -1.9216 -0.8302
H -1.3492 -2.2419 -1.5194



Of them, model A has the highest stability.